ORCA calculation (the ωB97M-V functional and the def2-TZVPD basis) on a structure of composition C28H26BCl2N6OsP.

Output
- net charge = +2
- energy relative to the best compared isomer or geometry (same formula, charge and spin) (kJ/mol) = 4.9
- E_HOMO (eV) = -14.533
- LUMO energy (Eh) = -0.291
- M (g/mol) = 749.48
- gap between HOMO and LUMO (eV) = 6.61

```
65
Properties=species:S:1:pos:R:3:forces:R:3:mulliken_charge:R:1
Os 0.206 -0.557 0.264 -0.2 0.0 -0.3 0.621
C 4.495 0.082 -0.030 0.0 0.0 -0.1 -1.244
C 3.317 -0.506 -0.478 -0.1 0.0 0.0 -0.393
N 2.299 -0.156 0.315 0.3 -0.1 0.2 0.067
N 2.802 0.684 1.248 -0.1 -0.1 0.0 -0.196
C 4.121 0.835 1.062 0.0 0.1 0.0 -0.089
B 1.791 1.509 2.030 -0.1 -0.1 0.2 0.064
N 0.917 0.498 2.848 0.1 0.0 -0.3 0.354
C 0.616 0.449 4.136 0.1 0.0 0.1 -0.100
C -0.224 -0.642 4.381 0.1 0.1 0.0 -1.175
C -0.430 -1.210 3.151 0.1 0.0 -0.1 -0.400
N 0.273 -0.525 2.213 -0.4 0.1 0.3 0.003
N 0.875 2.189 0.964 0.1 0.0 -0.2 0.371
C 0.706 3.469 0.654 0.1 0.0 0.1 -0.184
C -0.130 3.572 -0.456 -0.1 0.0 0.0 -1.116
C -0.463 2.275 -0.772 -0.2 0.0 0.0 0.012
N 0.141 1.433 0.094 0.2 0.0 -0.1 0.512
H 5.478 -0.011 -0.458 0.0 0.0 0.0 0.446
H 3.158 -1.136 -1.334 0.0 0.0 0.0 0.752
H 4.692 1.488 1.702 0.0 0.0 0.0 0.489
H 2.303 2.314 2.739 -0.1 0.0 0.0 -0.038
H 1.014 1.189 4.812 0.0 0.0 0.0 0.521
H -0.623 -0.959 5.328 0.0 0.0 0.0 0.472
H -0.992 -2.085 2.875 0.0 0.0 0.0 0.765
H 1.169 4.238 1.253 0.0 0.0 0.0 0.510
H -0.463 4.474 -0.940 0.0 0.0 0.0 0.471
H -1.105 1.890 -1.549 0.0 0.0 0.0 0.125
C -5.338 -3.810 0.652 0.0 0.0 0.0 -0.544
C -4.431 -3.304 1.572 0.0 0.0 0.0 -0.892
C -3.385 -2.505 1.138 0.0 0.1 0.0 -0.175
C -3.249 -2.204 -0.213 0.1 -0.1 -0.1 1.035
C -4.167 -2.710 -1.136 0.0 0.0 0.0 -0.583
C -5.209 -3.511 -0.698 0.0 0.0 0.0 -0.775
P -1.811 -1.307 -0.808 0.1 -0.2 0.1 1.343
C -2.317 -0.298 -2.210 0.1 0.0 0.0 0.170
C -3.529 0.391 -2.195 0.0 0.1 0.1 -0.485
C -3.846 1.245 -3.242 0.0 0.0 0.0 -0.818
C -2.961 1.415 -4.298 0.0 0.0 0.0 -0.544
C -1.751 0.733 -4.315 0.0 0.0 0.0 -0.806
C -1.426 -0.121 -3.271 0.0 0.0 -0.1 -0.240
C -0.576 -2.521 -1.408 0.0 0.2 0.3 -0.135
C -0.700 -3.667 -2.175 0.0 -0.1 0.0 -0.504
C 0.387 -4.529 -2.227 0.0 0.0 0.0 -0.669
C 1.564 -4.278 -1.511 0.0 0.0 0.0 -0.780
C 1.707 -3.121 -0.770 -0.1 0.0 0.0 -0.474
C 0.630 -2.220 -0.730 0.2 0.0 -0.3 -0.021
H -6.156 -4.433 0.990 0.0 0.0 0.0 0.427
H -4.542 -3.527 2.624 0.0 0.0 0.0 0.466
H -2.695 -2.087 1.856 0.0 0.0 0.0 -0.034
H -4.081 -2.475 -2.190 0.0 0.0 0.0 0.463
H -5.922 -3.902 -1.411 0.0 0.0 0.0 0.439
H -4.222 0.265 -1.373 0.0 0.0 0.0 0.510
H -4.790 1.773 -3.235 0.0 0.0 0.0 0.449
H -3.218 2.074 -5.117 0.0 0.0 0.0 0.444
H -1.066 0.858 -5.144 0.0 0.0 0.0 0.465
H -0.484 -0.657 -3.302 0.0 0.0 0.0 0.349
H -1.625 -3.912 -2.681 0.0 0.0 0.0 0.551
H 0.313 -5.441 -2.807 0.0 0.0 0.0 0.472
H 2.363 -5.006 -1.540 0.0 0.0 0.0 0.471
H 2.607 -2.944 -0.200 0.0 0.0 0.0 0.717
Cl -3.037 0.859 1.689 -0.1 0.0 0.0 0.049
C -3.317 2.589 2.010 0.1 -0.1 0.0 -0.538
Cl -1.962 3.304 2.883 0.0 0.0 0.0 -0.117
H -4.213 2.672 2.613 0.0 0.0 0.0 0.419
H -3.423 3.091 1.057 0.0 0.0 0.0 0.276
```
Forces are in eV/Å.